Density functional theory data (wB97M-V/def2-TZVPD) for a 7-piece molecular cluster, C21H39FNO8 overall.

The geometry in XYZ format:
```
70
Properties=species:S:1:pos:R:3:forces:R:3:lowdin_charge:R:1
C 1.441151 -2.183229 1.329953 -0.3301 0.0531 -0.2817 -0.135
C 0.095669 -1.594271 1.356600 0.1691 0.5909 0.4569 -0.577
O -0.324801 -0.629196 1.978919 -0.0176 -0.4025 -0.1989 -0.004
N -0.930417 -2.207534 0.490216 0.1183 -0.2416 0.0874 0.110
C -2.222246 -2.203985 0.995684 0.1269 0.1904 -0.3407 -0.537
O -3.204778 -1.793114 0.472322 -0.2728 -0.0343 0.0104 0.130
F -2.325719 -2.758342 2.229609 -0.0076 -0.0087 0.0393 0.090
H 1.683058 -2.276132 0.253216 0.1332 -0.0011 0.0272 -0.009
H 1.293593 -3.234144 1.641172 0.1263 0.0115 0.0913 -0.006
H -0.622740 -3.110706 0.154956 -0.0745 -0.0063 -0.0122 0.120
C 4.675845 -2.244047 2.480631 -0.1147 -0.1035 -0.0715 -0.040
C 4.965035 -3.704194 2.240671 -0.1321 0.4134 0.0375 -0.508
O 4.117279 -4.440939 1.799680 0.1583 -0.4351 -0.0466 0.059
C 6.359078 -4.204675 2.571881 -0.0971 -0.2063 -0.0809 -0.040
H 3.636555 -2.035117 2.196145 -0.0228 0.0351 0.0123 0.019
H 4.823638 -2.002864 3.537041 0.1140 0.0328 -0.0144 0.078
H 5.352409 -1.626947 1.882854 0.0860 0.0052 0.0832 0.077
H 6.572493 -4.041835 3.629805 0.0496 0.0909 -0.0171 0.074
H 7.098937 -3.663872 1.979406 0.0165 0.0733 0.0745 0.076
H 6.428135 -5.268339 2.350590 -0.0025 -0.0054 -0.0001 0.070
C -0.256102 1.107664 -3.281604 0.1978 -0.0510 -0.0477 -0.021
C 0.413244 1.275888 -1.934997 -0.1082 -0.0406 0.0856 -0.492
O 1.614568 1.195307 -1.815085 0.1023 0.0812 -0.1394 0.054
C -0.490966 1.543768 -0.762707 0.2214 0.0068 0.1169 -0.017
H 0.493654 0.917412 -4.047081 0.0006 -0.0030 -0.0030 0.068
H -0.952808 0.269110 -3.245495 -0.0810 0.0567 0.0238 0.086
H -0.811170 2.011623 -3.538426 -0.0946 -0.0399 0.0321 0.081
H -1.195175 0.719170 -0.636898 -0.0576 0.0332 -0.0132 0.082
H -1.049322 2.468176 -0.928486 -0.0993 -0.0660 -0.0503 0.082
H 0.100595 1.632714 0.144785 -0.0115 -0.0599 0.0212 0.083
C -7.095209 -1.604174 3.170588 -0.1463 0.1373 0.0291 -0.020
C -6.140885 -0.455299 3.400425 0.0539 -0.0433 0.0099 -0.489
O -6.553963 0.650694 3.680068 0.0827 -0.0775 0.0709 0.038
C -4.677900 -0.760872 3.258811 -0.0519 0.2600 0.0249 -0.015
H -8.120577 -1.262543 3.295813 0.0013 0.0091 -0.0055 0.075
H -6.967038 -1.994050 2.159974 0.0673 -0.0825 0.0300 0.088
H -6.890340 -2.405678 3.882168 0.0614 -0.0604 -0.0754 0.082
H -4.462836 -1.128795 2.252461 -0.0249 -0.0659 0.1287 0.061
H -4.386051 -1.532433 3.973290 0.0116 -0.0850 -0.0882 0.091
H -4.093417 0.137344 3.443401 0.0209 -0.0107 0.0001 0.091
C -11.205623 2.872080 1.486104 -0.0384 -0.1186 -0.1291 -0.033
C -9.972179 1.993564 1.482232 -0.0044 0.0496 0.0528 -0.504
O -9.877493 1.057544 0.723192 -0.0188 -0.0202 -0.0144 0.065
C -8.884993 2.343628 2.465586 -0.0888 -0.0464 -0.2586 -0.023
H -11.910415 2.516705 0.737832 0.0073 -0.0092 -0.0038 0.076
H -11.679451 2.846033 2.468749 0.0426 0.0932 0.0314 0.080
H -10.929856 3.903405 1.260421 -0.0033 0.0320 0.1013 0.080
H -9.271918 2.292222 3.484573 0.0143 0.0963 0.0202 0.090
H -8.528999 3.358829 2.277056 -0.0739 0.0451 0.0959 0.089
H -8.057972 1.652993 2.372092 0.0462 -0.0429 0.0370 0.051
C 3.478479 2.082335 -4.563546 -0.1440 -0.0157 -0.1448 -0.027
C 3.956594 1.066155 -5.567515 0.0353 0.0258 0.0607 -0.501
O 3.498528 1.000257 -6.684992 -0.0033 -0.0082 -0.0327 0.059
C 5.041536 0.123594 -5.100775 -0.0532 -0.0837 -0.1694 -0.017
H 2.700615 2.697720 -5.010499 0.0029 0.0100 -0.0115 0.082
H 3.071767 1.576763 -3.683066 0.0856 0.0733 0.0781 0.062
H 4.308047 2.723329 -4.257220 0.0160 -0.0569 0.0985 0.078
H 4.694661 -0.447115 -4.237671 0.0495 0.0676 0.0737 0.093
H 5.928176 0.689755 -4.809256 -0.0200 -0.0057 0.0998 0.065
H 5.302065 -0.560791 -5.904594 0.0029 0.0005 -0.0054 0.079
C 5.966441 1.957094 -1.134212 -0.0350 -0.2084 0.1852 -0.010
C 7.201730 1.125394 -1.379369 -0.0268 0.0873 -0.0555 -0.505
O 7.420513 0.100472 -0.781573 0.0310 -0.0205 0.0230 0.072
C 8.167424 1.646931 -2.423043 0.0835 -0.1560 0.0548 -0.027
H 5.349496 1.488210 -0.371556 -0.0145 -0.0219 -0.0136 0.090
H 6.250467 2.957164 -0.801208 -0.0101 0.0456 -0.1097 0.085
H 5.383233 2.045209 -2.052427 0.0264 0.0893 -0.0172 0.066
H 8.528692 2.636361 -2.137746 -0.0658 0.0502 -0.0633 0.081
H 7.668299 1.725594 -3.390338 -0.0137 0.1075 0.0084 0.065
H 9.011662 0.967022 -2.509588 -0.0016 -0.0092 0.0017 0.079
```
Positions in Å, forces in eV/Å.

Summary:
frontier orbital gap: 0.187 hartree
HOMO: -2.78 eV
charge: -1


Density functional theory data (wB97M-V/def2-TZVPD) for a 2-piece molecular cluster, C4H6N2O overall at a distorted geometry.

The geometry in XYZ format:
```
13
Properties=species:S:1:pos:R:3:forces:R:3:lowdin_charge:R:1
N -2.409047 0.478223 -1.255080 0.3301 -0.2506 0.4233 0.142
C -1.713027 0.261928 -0.287708 -0.2936 0.1737 -0.4799 -0.539
O -1.124842 -0.658414 0.473293 -0.1199 0.0422 0.0488 -0.043
C 0.139256 -1.159992 0.010398 0.1831 -0.1210 -0.0829 -0.163
C 1.301328 -0.329816 0.560216 0.0231 -0.0386 0.0500 -0.148
C 1.522335 0.919012 -0.176706 0.1630 0.8437 -0.5248 -0.233
N 1.703401 1.889274 -0.779409 -0.2032 -0.9495 0.6031 0.155
H -1.815039 1.517516 -0.439428 0.0532 0.1578 0.0659 0.137
H -1.277800 1.472460 0.441486 -0.0686 -0.0467 -0.0345 0.169
H 0.144273 -1.197725 -1.083133 -0.0078 0.0035 0.1523 0.137
H 0.199000 -2.174792 0.406920 0.0020 0.1407 -0.0529 0.130
H 1.107202 -0.097328 1.612379 0.0575 -0.0314 -0.1376 0.129
H 2.222958 -0.920345 0.516774 -0.1190 0.0763 -0.0309 0.127
```
Positions in Å, forces in eV/Å.

Summary:
frontier orbital gap: 0.362 hartree
HOMO: -9.36 eV


Density functional theory data (wB97M-V/def2-TZVPD) for C38H30IrN10O4S4Se as an isolated structure.

The geometry in XYZ format:
```
88
Properties=species:S:1:pos:R:3:forces:R:3:lowdin_charge:R:1
Ir -0.628790 -0.079603 -0.227938 0.2167 -0.1315 0.0984 0.775
C 2.842412 -1.983412 0.608436 -0.0002 -0.0890 -0.0944 -0.031
N 2.820609 -0.827800 1.494899 0.0032 0.0511 -0.0270 -0.086
C 3.923879 -0.090987 1.860389 0.0461 -0.0239 -0.0219 -0.009
C 3.518558 0.802866 2.782917 0.0299 0.0191 -0.0009 -0.004
N 2.167474 0.602079 2.973664 -0.1580 -0.0161 -0.1050 0.018
C 1.735906 -0.375834 2.139285 0.0430 0.0931 0.0499 -0.625
S 0.136383 -0.978964 1.903276 -0.0850 0.2054 0.1366 0.644
C 1.385216 1.355543 3.907481 -0.0408 -0.0874 -0.0118 -0.267
C 1.598061 2.719403 4.012768 -0.0299 -0.0081 -0.0138 0.012
C 0.864531 3.411691 4.959705 -0.0112 0.0647 0.0230 -0.037
C -0.050526 2.715047 5.735349 0.0243 -0.0276 0.0049 -0.054
C -0.172363 1.347030 5.545290 0.0103 0.0127 -0.0208 -0.128
N 0.545736 0.665084 4.654647 -0.0264 -0.0275 -0.0444 0.133
H 3.880674 -2.221778 0.397395 -0.0024 0.0123 -0.0174 0.098
H 2.323184 -1.758158 -0.320350 0.0990 -0.1300 0.1656 0.035
H 2.358157 -2.820893 1.105135 -0.0044 -0.0057 0.0294 0.090
H 4.892307 -0.268041 1.429947 -0.0067 0.0022 -0.0224 0.132
H 4.064435 1.557216 3.320976 -0.0197 -0.0271 -0.0029 0.137
H 2.310879 3.219078 3.379785 0.0872 0.1021 -0.1311 0.092
H 1.013861 4.478834 5.070304 -0.0277 -0.0423 -0.0411 0.103
H -0.646514 3.216713 6.485252 -0.0043 -0.0089 -0.0040 0.104
H -0.861696 0.761088 6.142869 0.0056 0.0096 -0.0026 0.108
S -0.677439 -2.210632 -1.003755 -0.0099 0.0000 0.0129 0.702
C -0.861090 -2.000472 -2.692167 -0.0134 -0.0335 0.0112 -0.632
C -0.719794 -3.117829 -3.541866 0.0001 -0.0125 -0.0052 -0.045
C -0.898013 -2.998890 -4.894729 -0.0161 -0.0151 0.0272 -0.174
C -0.749161 -4.152851 -5.735749 0.0349 0.0363 -0.0471 -0.169
N -0.624832 -5.077480 -6.405564 -0.0196 -0.0187 0.0253 0.182
C -1.231673 -1.733779 -5.456021 0.0004 0.0011 0.0047 -0.172
C -1.373876 -0.639515 -4.644512 -0.0045 0.0035 -0.0137 -0.043
C -1.194293 -0.743067 -3.247760 -0.0274 0.0281 -0.0065 -0.641
S -1.439903 0.633723 -2.266850 -0.0017 0.0141 -0.0179 0.765
C -1.425627 -1.595995 -6.872271 -0.0025 -0.0031 -0.0011 -0.167
N -1.595759 -1.470960 -8.001088 0.0020 0.0009 0.0005 0.184
H -0.459588 -4.077644 -3.115706 -0.0020 0.0011 0.0033 0.124
H -1.619633 0.321569 -5.075640 -0.0039 0.0005 0.0024 0.124
N -10.956766 -2.668244 -0.021039 -0.0002 0.0007 -0.0003 0.169
C -9.882855 -2.295034 0.140988 -0.0001 -0.0017 0.0007 -0.175
C -8.538579 -1.826600 0.347019 0.0020 0.0017 -0.0015 -0.222
C -7.461318 -2.663357 0.068140 -0.0030 0.0004 -0.0008 -0.006
C -6.169548 -2.216638 0.279162 0.0031 0.0003 0.0039 0.008
C -5.960941 -0.927478 0.748865 -0.0045 -0.0044 -0.0021 -0.180
C -7.028729 -0.084222 1.021335 0.0029 0.0026 -0.0006 0.006
C -8.320326 -0.537949 0.827783 -0.0016 -0.0002 -0.0012 -0.008
N -4.634348 -0.462040 0.953783 0.0090 0.0025 -0.0033 -0.010
C -4.182220 0.313187 2.005071 0.0030 -0.0020 0.0018 -0.013
C -2.859272 0.516368 1.790493 0.0031 0.0046 0.0019 -0.106
N -2.504489 -0.119700 0.621996 0.0095 -0.0045 -0.0012 -0.173
C -3.583311 -0.694867 0.142145 -0.0070 0.0074 -0.0054 -0.129
H -7.639372 -3.665011 -0.297155 -0.0001 -0.0001 0.0000 0.127
H -5.328310 -2.872724 0.099614 -0.0003 -0.0004 0.0013 0.124
H -6.848328 0.925676 1.363766 0.0004 -0.0002 0.0004 0.122
H -9.162462 0.107493 1.034387 0.0000 -0.0002 -0.0001 0.127
H -4.829711 0.611888 2.809118 0.0011 -0.0008 0.0000 0.128
H -2.130484 1.052249 2.372120 -0.0089 -0.0060 -0.0101 0.102
H -3.641134 -1.244663 -0.781886 -0.0023 -0.0050 0.0041 0.135
C 3.979863 11.287781 -0.205952 0.0002 -0.0001 0.0012 -0.049
C 3.654730 9.941855 0.380070 -0.0029 0.0007 0.0029 -0.267
C 4.219932 8.780403 -0.146409 0.0004 0.0003 0.0011 -0.031
C 3.945231 7.542253 0.403824 0.0003 -0.0055 0.0047 -0.047
C 3.091933 7.460716 1.496375 0.0205 0.0005 0.0137 -0.288
C 2.516876 8.598310 2.037520 0.0013 -0.0053 -0.0020 -0.048
C 2.801588 9.833058 1.473055 -0.0004 0.0014 -0.0036 -0.035
S 2.752587 5.879415 2.198010 -0.0965 -0.1434 -0.0038 0.620
O 3.986286 5.170757 2.402438 0.0603 0.0287 0.0253 -0.291
O 1.862725 6.094478 3.312979 0.0463 0.0430 0.0307 -0.309
N 1.981487 5.084936 1.009568 0.0311 0.0605 -0.0121 -0.129
C 0.524485 5.179998 0.926087 0.0186 -0.0105 0.0029 -0.210
C 0.014149 4.159369 -0.081185 0.0377 -0.0071 -0.0326 -0.079
C 0.322090 2.727292 0.335678 0.0109 0.1244 0.2354 -0.614
O 1.462106 2.417945 0.663141 0.0827 -0.1334 0.0764 0.022
O -0.699920 1.936046 0.322765 -0.0809 -0.1556 -0.1810 -0.249
H 4.328190 11.198066 -1.233955 -0.0016 0.0003 -0.0010 0.076
H 4.768443 11.775628 0.370727 0.0019 -0.0004 -0.0018 0.087
H 3.109851 11.943978 -0.193076 0.0005 0.0008 0.0015 0.079
H 4.882410 8.850215 -1.000528 0.0001 -0.0001 -0.0005 0.115
H 4.383097 6.641873 -0.007337 0.0004 0.0021 0.0013 0.121
H 1.857974 8.508221 2.889876 -0.0026 -0.0013 0.0000 0.110
H 2.351893 10.726410 1.889734 0.0000 0.0001 0.0006 0.115
H 2.318223 4.125562 0.896524 -0.0170 0.0071 0.0569 0.090
H 0.250163 6.187474 0.607168 -0.0109 0.0048 -0.0133 0.122
H 0.067123 5.003974 1.902528 -0.0241 0.0044 0.0519 0.114
H 0.519392 4.320794 -1.037550 -0.0566 -0.0055 -0.0362 0.134
H -1.056632 4.280446 -0.230474 0.0039 -0.0004 0.0158 0.119
Se 3.754551 0.310758 -2.434674 0.0355 0.0156 0.0256 0.519
C 2.198698 0.216486 -1.591036 -0.0245 0.0204 0.0335 -0.927
N 1.211472 0.090244 -0.989393 -0.1258 0.2089 -0.2235 -0.176
```
Positions in Å, forces in eV/Å.

Summary:
frontier orbital gap (spin up / spin down): 0.256 / 0.171 hartree
spin multiplicity: 2
HOMO (spin up / spin down): -7.69 / -7.64 eV
⟨S²⟩: 0.77


Density functional theory data (wB97M-V/def2-TZVPD) for the molecule C3H4BrF at a distorted geometry.

The geometry in XYZ format:
```
9
Properties=species:S:1:pos:R:3:forces:R:3:lowdin_charge:R:1
C -0.462319 0.127426 -0.730872 -1.4628 0.5530 -2.4041 -0.180
C -0.508231 0.217651 0.809937 0.3357 1.3204 -0.0444 -0.129
C 0.705158 -0.275389 0.074864 0.2613 -3.1821 -1.0640 -0.816
F 0.921320 -1.853212 -0.058595 -0.6415 3.9564 0.8940 -0.178
Br 2.419947 0.553493 0.028744 -0.6262 -0.2836 0.0787 0.745
H -1.135763 -0.690395 -1.326566 2.0282 2.0017 1.7672 0.162
H -0.389560 1.150347 -1.310587 -0.1275 -2.2530 1.2684 0.133
H -0.468661 1.345347 1.193197 -0.0634 -2.9726 -0.4244 0.152
H -1.081892 -0.575270 1.319882 0.2963 0.8599 -0.0713 0.112
```
Positions in Å, forces in eV/Å.

Summary:
frontier orbital gap: 0.411 hartree
HOMO: -10.42 eV